{"formula": "C10H14NO4", "method": "ωB97M-V with the def2-TZVPD basis set", "symbols": ["C", "C", "C", "C", "C", "C", "C", "C", "C", "C", "N", "O", "O", "O", "O", "H", "H", "H", "H", "H", "H", "H", "H", "H", "H", "H", "H", "H", "H"], "coordinates": [[4.1454, -1.7768, -0.0510], [4.3259, -0.3935, 0.0986], [2.8377, -2.2623, -0.2326], [3.2365, 0.4711, 0.1428], [1.7626, -1.4204, -0.0433], [1.9543, -0.0636, 0.2041], [0.7726, 0.8106, 0.2855], [-3.2725, -0.8934, 1.8376], [0.0726, 3.1510, 0.2040], [-2.3686, -0.5045, -2.1223], [-1.7976, -1.4789, -0.0415], [-0.4054, 0.3943, 0.2431], [-2.1852, -1.6782, 1.1783], [1.0917, 2.1412, 0.2806], [-2.6732, -0.7667, -0.6869], [4.9799, -2.4474, 0.0445], [5.3641, -0.0727, 0.0959], [2.5777, -3.2987, -0.2422], [3.5064, 1.4373, 0.4357], [0.6704, -1.7354, -0.1114], [-3.5956, -0.1795, 1.0193], [-2.8497, -0.2995, 2.7122], [-4.0049, -1.6979, 2.0278], [0.4917, 3.6813, -0.7056], [0.1681, 3.8316, 1.0726], [-0.9111, 2.5767, 0.1610], [-1.6771, -1.2519, -2.5401], [-1.8196, 0.4523, -2.0316], [-3.4440, -0.3536, -2.4709]], "forces_ev_per_angstrom": [[-1.27, 0.57, -0.06], [0.21, -1.28, -0.83], [0.15, 0.14, 1.28], [0.96, -1.63, 1.15], [-1.81, 0.39, -0.32], [0.08, 0.45, -0.78], [-1.34, 1.15, -0.48], [-0.24, 1.20, -1.45], [0.26, -0.43, -0.84], [-0.49, 1.35, 0.79], [-2.78, 0.47, 0.86], [1.62, 1.08, 0.27], [1.69, 0.49, -1.17], [0.16, -2.39, 0.88], [1.55, -1.42, 0.82], [0.19, -0.16, -0.31], [-0.31, 0.46, 0.32], [0.42, -0.65, -0.45], [-0.33, 1.69, -0.13], [1.85, 0.01, 0.15], [-0.15, -0.80, 1.58], [-0.36, -1.37, -1.11], [0.21, 0.85, 0.35], [-1.67, -0.16, 0.82], [-0.23, -0.61, -0.39], [1.05, 1.49, -0.29], [-0.89, -0.04, 0.09], [-0.44, -0.36, -0.51], [1.89, -0.50, -0.26]], "nbo_charge": [-0.154, -0.201, -0.209, -0.151, -0.163, -0.200, 0.828, -0.308, -0.280, -0.274, 0.527, -0.701, -0.205, -0.497, -0.251, 0.230, 0.230, 0.224, 0.235, 0.219, 0.230, 0.260, 0.245, 0.218, 0.212, 0.209, 0.241, 0.237, 0.249], "charge": 1, "lumo_ev": -5.55, "e_homo_ha": -0.455, "relative_energy_kcal_mol": 45.6}

***

{"formula": "C6H7Cl2NO3S", "method": "ωB97M-V with the def2-TZVPD basis set", "symbols": ["C", "C", "C", "C", "C", "C", "N", "O", "O", "O", "S", "Cl", "Cl", "H", "H", "H", "H", "H", "H", "H"], "coordinates": [[1.0757, 1.9434, 0.1913], [1.5406, -0.0051, 1.5952], [1.7493, 1.2602, 1.2080], [0.2177, 1.2688, -0.5742], [0.3577, -0.7586, 1.0723], [-0.0097, -0.5159, -0.3468], [0.4458, -1.1977, -1.4855], [-2.3678, -0.7138, -1.9044], [-2.0347, -2.0756, 0.1802], [-2.5542, 0.2670, 0.4541], [-1.8672, -0.7419, -0.3026], [2.9545, 2.1955, 2.0613], [-0.7732, 1.8345, -1.8483], [1.3555, 3.0587, -0.0200], [2.3011, -0.3327, 2.3475], [0.3575, -1.8247, 1.2135], [-0.5337, -0.3696, 1.6860], [0.7300, -2.2604, -1.2859], [-2.6037, 0.2585, -2.1319], [-0.3411, -1.2904, -2.1097]], "forces_ev_per_angstrom": [[3.84, 3.11, 2.75], [0.50, -4.90, 1.68], [0.08, 6.81, -2.72], [-3.63, -6.06, -2.33], [-0.36, 0.16, 1.71], [-1.43, 5.27, -1.20], [1.63, -3.79, 0.66], [0.02, 1.72, 1.33], [0.04, -0.58, -0.83], [0.33, 0.42, -0.79], [-1.02, 0.12, 0.24], [-0.21, -0.34, -0.01], [0.70, 0.80, 0.18], [-0.66, -2.29, 0.44], [-1.22, -0.52, -0.77], [0.40, -0.48, 0.49], [0.98, -0.57, -0.65], [-0.69, 3.09, -0.22], [0.60, -2.14, 0.67], [0.09, 0.15, -0.64]], "lowdin_spin": [0.211, 0.568, 0.335, 0.489, 0.081, 0.014, 0.012, 0.002, 0.002, 0.009, 0.004, 0.077, 0.130, 0.004, 0.024, 0.001, 0.034, 0.001, 0.001, 0.001], "spin_multiplicity": 3, "lumo_ev": [0.42, -2.71], "e_homo_ha": [-0.231, -0.368]}

***

{"formula": "C3H5ClO2", "method": "ωB97M-V with the def2-TZVPD basis set", "symbols": ["C", "C", "C", "O", "O", "Cl", "H", "H", "H", "H", "H"], "coordinates": [[-4.0269, -0.1795, -0.4368], [0.0202, -0.5771, -0.3851], [-0.5054, 0.4830, 0.4929], [-3.8261, -0.8475, 0.4901], [0.4678, 1.3572, 0.7743], [-1.8886, 1.2747, -0.5064], [-1.1309, 0.0895, 1.4187], [0.3792, 0.0975, -1.2658], [-0.6515, -1.5328, -0.6580], [0.8850, -1.0332, -0.0395], [0.1996, 2.0300, 1.5034]], "forces_ev_per_angstrom": [[-0.17, -2.41, 2.71], [-0.98, -0.57, -3.33], [-3.36, -1.40, 2.12], [-0.64, 1.81, -2.63], [0.29, 2.43, 2.15], [0.95, 0.75, 0.21], [1.45, 0.84, -1.66], [-0.75, -1.91, 0.77], [0.95, 2.85, 0.37], [1.79, -0.55, 1.24], [0.46, -1.82, -1.95]], "nbo_charge": [0.506, -0.664, 0.167, -0.548, -0.687, -0.155, 0.185, 0.234, 0.241, 0.224, 0.498], "lumo_ev": 0.53, "e_homo_ha": -0.385, "relative_energy_kcal_mol": 41.1}